# 1
{"formula": "C51H43Cl3FFeN5O3P2", "method": "ωB97M-V/def2-TZVPD", "symbols": ["Fe", "C", "P", "C", "C", "C", "C", "C", "C", "C", "C", "C", "C", "C", "C", "C", "C", "C", "C", "C", "P", "C", "C", "C", "C", "C", "C", "C", "C", "C", "C", "C", "C", "N", "H", "H", "H", "H", "H", "H", "H", "H", "H", "H", "H", "H", "H", "H", "H", "H", "H", "H", "H", "H", "H", "H", "H", "H", "H", "H", "C", "C", "C", "C", "C", "C", "C", "F", "C", "C", "C", "O", "C", "C", "N", "C", "C", "O", "O", "H", "H", "H", "H", "H", "H", "H", "H", "H", "H", "H", "N", "C", "C", "C", "C", "C", "N", "H", "H", "H", "H", "H", "H", "Cl", "C", "Cl", "Cl", "C", "N"], "positions_angstrom": [[1.563079, -1.219171, 0.533034], [2.849628, 1.098535, 2.285105], [1.174722, 0.920420, 1.494470], [1.165102, 1.676734, -0.163497], [1.649604, 2.988741, -0.432379], [1.802647, 3.825547, -1.498836], [0.614766, 2.510888, -3.382700], [1.480999, 1.334294, -3.281772], [0.532409, 0.797007, -1.134263], [0.079332, 2.041603, 2.421954], [-0.861534, 2.844670, 1.788229], [-1.691058, 3.672519, 2.533171], [-1.599880, 3.693918, 3.916800], [-0.670937, 2.886439, 4.559115], [0.161625, 2.063942, 3.816781], [3.205784, -0.290372, 2.777146], [3.891734, -0.791594, 3.865170], [3.711727, -2.208966, 3.862510], [2.919563, -2.495627, 2.772215], [2.131161, -3.668219, 2.249436], [0.524744, -2.831347, 1.815006], [-0.566301, -4.118200, 1.128380], [-0.068010, -5.240821, 0.473126], [-0.934910, -6.141210, -0.136945], [-2.303660, -5.922995, -0.097762], [-2.809598, -4.804821, 0.557311], [-1.947232, -3.905395, 1.163146], [-0.173533, -2.567250, 3.472337], [-0.260612, -1.291592, 4.008362], [-0.663456, -1.103440, 5.322456], [-0.983997, -2.198269, 6.109155], [-0.918314, -3.480155, 5.574872], [-0.516523, -3.664549, 4.262209], [2.634971, -1.338790, 2.119403], [2.853265, 1.820620, 3.100441], [3.518118, 1.472191, 1.504270], [2.036175, 3.454346, 0.473163], [2.260903, 4.782101, -1.273449], [0.382629, 2.666870, -4.441099], [2.260580, 1.144026, -4.028054], [0.380198, -0.155425, -0.625285], [-0.939671, 2.832766, 0.710232], [-2.410085, 4.305914, 2.029139], [-2.250382, 4.337371, 4.494679], [-0.595686, 2.896701, 5.638893], [0.890498, 1.443250, 4.327774], [4.441189, -0.213449, 4.592990], [4.074588, -2.909141, 4.598541], [1.974100, -4.459557, 2.981071], [2.586052, -4.101683, 1.354157], [0.999344, -5.425275, 0.438642], [-0.538294, -7.014653, -0.638882], [-2.978004, -6.627674, -0.567455], [-3.877810, -4.634741, 0.597643], [-2.343887, -3.024823, 1.656692], [-0.038837, -0.443737, 3.378357], [-0.731101, -0.102285, 5.729303], [-1.291319, -2.056451, 7.137143], [-1.179910, -4.335948, 6.183386], [-0.475201, -4.666315, 3.849371], [-5.285369, 2.163357, -3.284976], [-4.289434, 3.292665, -3.059983], [-4.010814, 4.034302, -4.348524], [-2.929601, 5.070286, -4.134648], [-1.658228, 4.419833, -3.667266], [-0.484316, 5.193665, -3.814435], [0.804606, 4.951017, -3.461600], [1.674048, 5.957682, -3.618153], [1.486305, 3.718747, -2.978100], [-0.663387, 2.376229, -2.601635], [-0.743806, 1.408984, -1.599976], [1.462970, 0.524870, -2.330328], [-1.987441, 1.154790, -1.021957], [-3.065537, 1.818542, -1.549639], [-2.990378, 2.756862, -2.512651], [-1.755803, 3.171291, -2.964498], [-2.316899, 0.115668, 0.084037], [-3.519815, -0.099294, 0.248167], [-1.306255, -0.409721, 0.614084], [-6.159176, 2.576634, -3.787833], [-5.630758, 1.694308, -2.367348], [-4.850840, 1.395003, -3.927113], [-4.680735, 3.988533, -2.314122], [-4.938116, 4.487447, -4.695147], [-3.688479, 3.316090, -5.109666], [-3.259183, 5.800898, -3.385736], [-2.730514, 5.630158, -5.048663], [-0.642742, 6.187534, -4.220649], [2.416114, 3.679675, -3.565115], [-4.038796, 1.546444, -1.170518], [-0.822480, -2.394381, -1.518057], [0.365017, -2.971811, -1.778931], [0.468280, -3.871531, -2.866500], [1.663072, -4.455847, -3.158740], [2.784951, -4.157626, -2.373093], [2.620135, -3.271218, -1.350262], [1.444182, -2.663318, -1.032121], [-1.635352, -2.826946, -1.924171], [-0.993889, -1.896417, -0.638040], [-0.420495, -4.089284, -3.444209], [1.739952, -5.147678, -3.987943], [3.747460, -4.614032, -2.550174], [3.456208, -3.023211, -0.707339], [5.999994, -1.095312, -2.293631], [5.598614, -0.027455, -0.943591], [6.589597, -0.364724, 0.458527], [5.728549, 1.662729, -1.433074], [4.196283, -0.279151, -0.571880], [3.120807, -0.492705, -0.247219]], "forces_ev_per_a": [[-0.91, -0.43, 1.50], [0.02, -0.22, 0.24], [0.76, 0.29, -1.55], [0.32, 0.29, 0.06], [-0.19, -0.09, 0.12], [0.03, -0.03, -0.12], [-0.34, 0.05, -0.08], [0.39, -0.40, 0.50], [-0.44, 0.72, 1.21], [0.00, -0.43, 0.47], [-0.06, 0.04, 0.05], [0.04, -0.03, -0.01], [-0.01, -0.02, 0.00], [0.00, -0.01, -0.03], [0.06, 0.11, -0.01], [-0.20, 0.13, -0.18], [0.11, -0.15, 0.15], [0.01, 0.21, 0.15], [-0.14, -0.07, -0.16], [-0.01, 0.12, 0.08], [-0.10, -0.20, 0.20], [-0.03, 0.07, -0.05], [-0.02, -0.05, 0.02], [0.03, 0.04, 0.01], [-0.01, 0.02, 0.00], [0.03, -0.01, -0.01], [0.01, 0.00, 0.02], [0.09, -0.01, 0.00], [-0.05, 0.02, -0.09], [-0.02, -0.02, 0.01], [0.01, -0.02, -0.02], [-0.01, 0.02, -0.01], [0.01, -0.01, 0.03], [0.19, -0.20, -0.28], [0.00, 0.05, -0.02], [0.07, 0.04, 0.04], [-0.03, 0.02, 0.01], [-0.01, -0.01, 0.02], [0.02, -0.15, -0.04], [-0.07, 0.16, 0.19], [-0.49, 0.00, -0.88], [0.03, 0.03, 0.00], [-0.01, -0.01, 0.00], [0.01, 0.00, -0.01], [0.01, 0.01, 0.00], [-0.02, 0.00, 0.00], [-0.01, -0.03, 0.00], [0.01, 0.02, -0.01], [0.04, 0.00, 0.04], [-0.06, -0.07, 0.00], [0.00, 0.00, -0.01], [0.01, 0.00, 0.01], [0.00, 0.00, 0.01], [0.00, 0.01, 0.00], [0.00, 0.01, 0.00], [0.01, -0.03, 0.01], [-0.01, 0.00, -0.02], [-0.01, 0.00, 0.00], [0.00, 0.00, 0.00], [0.02, 0.00, 0.01], [0.03, -0.02, -0.02], [0.08, -0.04, 0.10], [0.09, -0.06, -0.03], [0.00, -0.01, 0.03], [0.04, -0.26, -0.01], [0.13, -0.04, 0.11], [-0.08, 0.12, -0.03], [-0.10, -0.02, 0.00], [0.12, 0.06, 0.13], [0.36, 0.02, 0.04], [0.36, 0.06, -0.76], [-0.03, -0.21, -0.75], [-0.46, -0.09, 0.19], [0.01, 0.02, -0.13], [-0.14, -0.10, 0.25], [-0.23, 0.37, -0.07], [-0.21, -0.05, -0.36], [0.35, 0.05, 0.09], [-0.18, -0.17, 0.02], [0.00, 0.00, -0.01], [-0.02, 0.02, 0.00], [-0.02, 0.01, 0.00], [0.05, 0.03, 0.03], [0.00, 0.02, 0.01], [-0.06, 0.01, -0.02], [0.00, 0.03, -0.02], [-0.02, 0.00, -0.01], [0.01, 0.00, -0.02], [-0.03, -0.01, 0.02], [-0.02, 0.01, -0.01], [-0.33, 0.49, 0.26], [0.39, -0.16, 0.04], [-0.10, 0.05, 0.05], [0.09, -0.08, -0.07], [-0.04, -0.06, -0.02], [-0.07, 0.14, 0.23], [0.48, -0.12, -0.27], [0.00, -0.01, 0.03], [0.15, -0.11, -0.12], [0.00, 0.00, 0.01], [0.00, 0.00, 0.02], [0.00, 0.01, -0.01], [-0.02, 0.04, -0.01], [0.06, -0.06, -0.07], [-0.56, -0.07, 0.11], [0.15, -0.03, 0.13], [0.05, 0.18, -0.05], [0.22, 0.03, -0.09], [0.47, 0.21, -0.54]], "e_tot_ev": -160418.248, "gap_ha": [0.1939, 0.1643], "s2": 0.795, "charge": 1, "multiplicity": 2, "e_homo_ha": [-0.32844, -0.32854]}

# 2
{"formula": "C32H56N4O8S", "method": "ωB97M-V/def2-TZVPD", "symbols": ["O", "C", "O", "C", "C", "C", "C", "C", "C", "C", "S", "C", "C", "C", "C", "C", "C", "N", "H", "H", "H", "H", "H", "H", "H", "H", "H", "H", "H", "C", "O", "C", "C", "N", "C", "C", "O", "C", "H", "H", "H", "H", "H", "H", "H", "H", "H", "H", "H", "H", "H", "H", "H", "C", "O", "C", "C", "N", "C", "C", "O", "C", "H", "H", "H", "H", "H", "H", "H", "H", "H", "H", "H", "H", "H", "H", "H", "C", "O", "C", "C", "N", "C", "C", "O", "C", "H", "H", "H", "H", "H", "H", "H", "H", "H", "H", "H", "H", "H", "H", "H"], "positions_angstrom": [[-7.547673, 4.855659, -4.633977], [-7.756544, 3.853513, -4.037634], [-8.325768, 2.769120, -4.635021], [-7.452836, 3.666758, -2.568254], [-5.968124, 3.759733, -2.357032], [-5.376258, 4.753587, -1.586755], [-3.998448, 4.818954, -1.451987], [-3.165194, 3.891308, -2.068801], [-3.764844, 2.869210, -2.811547], [-5.140094, 2.813345, -2.960133], [-2.690678, 1.674004, -3.556926], [-1.375146, 2.762786, -4.040354], [-0.705252, 2.596229, -5.244181], [0.318796, 3.471933, -5.586159], [0.636431, 4.513626, -4.722498], [-0.037341, 4.673175, -3.521670], [-1.059065, 3.798923, -3.162660], [-1.756667, 3.951189, -1.932116], [-7.877781, 2.631082, -5.478922], [-8.002266, 4.444224, -2.047241], [-7.811742, 2.680056, -2.293679], [-6.020345, 5.475854, -1.108826], [-3.546322, 5.614970, -0.875855], [-5.564101, 2.019926, -3.562274], [-1.005112, 1.776643, -5.877587], [0.823003, 3.335591, -6.529225], [1.412949, 5.209465, -4.998190], [0.242180, 5.483403, -2.861446], [-1.496137, 4.871401, -1.596889], [-2.006172, 0.956273, 5.851182], [-1.169148, 0.707956, 4.739587], [-1.780837, -0.037545, 3.692714], [-2.041444, 0.822531, 2.473880], [-3.104306, 1.791959, 2.716948], [-3.239708, 2.813603, 1.681203], [-2.053855, 3.731857, 1.408127], [-1.753525, 4.649469, 2.445793], [-0.968685, 4.133466, 3.505531], [-1.378053, 1.343086, 6.652247], [-2.775497, 1.703886, 5.628525], [-2.489839, 0.038490, 6.197774], [-2.698263, -0.522018, 4.039483], [-1.072050, -0.821482, 3.411670], [-2.337304, 0.174875, 1.642446], [-1.091541, 1.303724, 2.204923], [-2.937478, 2.250156, 3.602395], [-4.086419, 3.445290, 1.963412], [-3.514801, 2.318630, 0.742969], [-2.325590, 4.344009, 0.553132], [-1.156295, 3.178154, 1.116562], [-0.251732, 3.386344, 3.155555], [-1.592017, 3.705119, 4.295055], [-0.416586, 4.966778, 3.941154], [2.744210, 2.478034, 0.126029], [1.637663, 1.627125, 0.346068], [0.636972, 1.684652, -0.666808], [0.599514, 0.423216, -1.497666], [1.770139, 0.307010, -2.359688], [1.927233, -0.993835, -3.004315], [2.093634, -2.232430, -2.127446], [3.315773, -2.297020, -1.416040], [3.351231, -1.550689, -0.206493], [3.326921, 2.500572, 1.045840], [3.390478, 2.112377, -0.679493], [2.421325, 3.496779, -0.109624], [0.761082, 2.570927, -1.295866], [-0.322000, 1.771230, -0.152211], [-0.300240, 0.446506, -2.118419], [0.510998, -0.424887, -0.805295], [2.601185, 0.497466, -1.816459], [2.811394, -0.926784, -3.643494], [1.069900, -1.153052, -3.667208], [2.101752, -3.096755, -2.797861], [1.247016, -2.380797, -1.446076], [2.378070, -1.526836, 0.289808], [3.703102, -0.532000, -0.391763], [4.066525, -2.030665, 0.458491], [4.211338, -7.896369, 4.593197], [5.076967, -8.153043, 3.505151], [4.470953, -8.837980, 2.414674], [4.297290, -7.931583, 1.213615], [3.273035, -6.921756, 1.446445], [3.218688, -5.860983, 0.440748], [4.443457, -4.975687, 0.232894], [4.735405, -4.110570, 1.319285], [5.455490, -4.696123, 2.388191], [4.826576, -7.563234, 5.427587], [3.487128, -7.106685, 4.365496], [3.672609, -8.799389, 4.894064], [3.519499, -9.287850, 2.712391], [5.152426, -9.646858, 2.136559], [4.004104, -8.540525, 0.352928], [5.277026, -7.487540, 0.994388], [3.426380, -6.498515, 2.351379], [2.388648, -5.206183, 0.718987], [2.954622, -6.314032, -0.520353], [4.218472, -4.321165, -0.610730], [5.335664, -5.548060, -0.049240], [6.158566, -5.456047, 2.039347], [4.784510, -5.128474, 3.135420], [6.018800, -3.901770, 2.879137]], "forces_ev_per_a": [[0.47, 0.92, -0.61], [-0.40, -0.22, 0.30], [0.54, -0.76, 0.37], [-0.28, -0.25, -0.41], [0.45, -0.17, 0.17], [-0.24, -0.27, -0.23], [0.24, 0.08, -0.07], [-0.72, -0.11, 0.20], [0.55, 0.17, -0.02], [0.07, 0.11, 0.05], [-0.06, -0.26, -0.08], [-0.43, 0.06, 0.41], [0.06, 0.24, 0.36], [-0.37, -0.18, 0.17], [0.03, -0.23, -0.18], [-0.02, -0.08, -0.03], [0.44, -0.22, -0.37], [-0.03, 0.49, -0.87], [-0.43, 0.30, -0.34], [0.06, 0.03, 0.29], [-0.14, -0.01, 0.32], [0.09, 0.19, 0.10], [-0.04, 0.11, 0.08], [-0.04, -0.05, -0.04], [0.05, -0.04, -0.21], [0.17, 0.10, -0.05], [0.11, 0.09, 0.04], [-0.05, 0.09, 0.09], [-0.05, -0.13, 0.50], [0.13, 0.04, -0.05], [-0.19, 0.02, 0.09], [0.25, -0.11, -0.15], [-0.09, 0.19, 0.13], [0.15, 0.00, -0.06], [-0.15, -0.04, 0.17], [-0.02, 0.04, -0.02], [0.01, -0.09, 0.04], [-0.04, 0.19, 0.01], [0.03, -0.01, -0.02], [-0.08, -0.06, 0.03], [-0.04, 0.01, 0.01], [-0.06, 0.09, 0.02], [-0.03, -0.02, 0.01], [0.00, 0.02, -0.03], [0.06, -0.12, -0.05], [0.01, 0.00, 0.03], [-0.01, 0.01, -0.06], [0.06, 0.01, -0.03], [-0.02, 0.07, -0.03], [0.05, -0.04, 0.13], [-0.04, -0.07, 0.00], [0.06, -0.12, 0.00], [-0.01, 0.02, -0.04], [-0.03, -0.11, 0.09], [0.09, 0.11, -0.10], [-0.21, -0.11, 0.17], [0.28, -0.05, -0.09], [-0.04, -0.09, 0.11], [0.11, 0.20, -0.05], [-0.03, -0.20, -0.17], [-0.17, 0.10, 0.09], [0.30, -0.02, -0.08], [-0.02, -0.02, 0.01], [-0.01, 0.09, -0.06], [0.02, 0.01, -0.04], [0.08, -0.02, -0.04], [-0.05, 0.04, -0.06], [-0.03, -0.03, -0.03], [-0.13, 0.03, 0.05], [0.01, 0.03, 0.02], [-0.02, -0.04, -0.04], [-0.04, -0.03, 0.04], [0.01, 0.00, 0.00], [0.02, 0.11, 0.07], [-0.05, 0.06, -0.06], [-0.16, 0.08, 0.09], [-0.03, -0.08, -0.03], [0.13, 0.04, -0.04], [-0.19, 0.03, 0.08], [0.25, -0.11, -0.14], [-0.10, 0.18, 0.13], [0.13, 0.03, -0.04], [-0.13, -0.04, 0.19], [-0.05, 0.04, -0.26], [0.08, -0.17, 0.07], [-0.06, 0.24, 0.03], [0.03, -0.01, -0.02], [-0.08, -0.06, 0.02], [-0.04, 0.01, 0.00], [-0.05, 0.09, 0.02], [-0.03, -0.02, 0.01], [0.01, 0.02, -0.03], [0.06, -0.11, -0.06], [0.01, -0.01, 0.03], [-0.01, 0.02, -0.07], [0.05, -0.01, -0.02], [0.01, 0.05, 0.03], [0.01, -0.08, 0.16], [-0.04, -0.07, 0.00], [0.06, -0.13, 0.00], [0.01, 0.01, -0.04]], "e_tot_ev": -67264.573, "gap_ha": 0.3145, "charge": 0, "e_homo_ha": -0.29601}